No. 1
DFT (the ωB97M-V functional and the def2-TZVPD basis) results for 5 unconnected molecules or ions with the total composition C26H45N4O13.

```
! wB97M-V def2-TZVPD RIJCOSX def2/J DEFGRID3
* xyz 1 1
C -3.224 0.427 2.699
C -4.199 -0.745 2.548
C -4.684 -1.010 1.107
C -3.669 -0.713 0.014
C -4.082 -1.291 -1.357
C -3.031 -2.150 -2.067
C -2.027 -1.356 -2.894
C -0.938 -0.669 -2.078
N -0.025 0.061 -2.961
N -0.278 1.346 -3.290
C 0.674 1.753 -4.146
N 0.718 3.019 -4.661
N 1.518 0.749 -4.369
C 1.088 -0.286 -3.623
C 1.856 -1.562 -3.581
C 1.060 -2.868 -3.507
C 1.986 -4.052 -3.171
C 1.197 -5.225 -2.624
O 0.809 -4.916 -1.291
H -2.216 0.159 2.378
H -3.521 1.291 2.105
H -3.147 0.735 3.738
H -3.707 -1.637 2.938
H -5.060 -0.512 3.163
H -4.992 -2.052 1.028
H -5.581 -0.408 0.957
H -3.550 0.364 -0.089
H -2.693 -1.118 0.295
H -4.287 -0.456 -2.033
H -5.012 -1.846 -1.280
H -2.503 -2.802 -1.367
H -3.557 -2.805 -2.760
H -1.574 -2.012 -3.632
H -2.570 -0.588 -3.450
H -1.398 0.067 -1.418
H -0.381 -1.340 -1.430
H -1.077 1.830 -2.908
H 1.107 3.758 -4.106
H 0.397 3.239 -5.583
H 2.440 -1.554 -4.497
H 2.556 -1.538 -2.746
H 0.309 -2.844 -2.726
H 0.597 -3.083 -4.469
H 2.583 -4.346 -4.031
H 2.673 -3.731 -2.385
H 0.320 -5.405 -3.251
H 1.807 -6.128 -2.637
H -0.076 -5.247 -1.138
C 5.364 0.881 2.256
C 3.988 0.778 1.631
O 3.131 0.786 2.781
C 3.788 1.384 3.800
O 3.293 1.712 4.828
O 5.086 1.584 3.476
H 6.073 1.442 1.655
H 5.787 -0.094 2.500
H 3.752 1.644 1.009
H 3.845 -0.126 1.052
C 3.785 4.803 4.764
C 5.294 4.929 4.775
O 5.491 6.237 4.225
C 4.364 6.963 4.428
O 4.265 8.127 4.227
O 3.365 6.167 4.879
H 3.393 4.210 5.584
H 3.407 4.400 3.821
H 5.706 4.905 5.785
H 5.796 4.184 4.164
C 5.858 1.413 -4.043
C 5.213 0.140 -4.552
O 5.020 -0.609 -3.338
C 5.003 0.254 -2.305
O 4.737 -0.040 -1.181
O 5.350 1.492 -2.702
H 5.579 2.300 -4.605
H 6.945 1.342 -3.995
H 4.237 0.314 -5.009
H 5.843 -0.417 -5.239
C -7.942 -1.359 5.359
C -9.341 -1.676 4.864
O -9.520 -0.709 3.822
C -8.305 -0.325 3.378
O -8.106 0.331 2.409
O -7.329 -0.803 4.188
H -7.390 -2.233 5.692
H -7.938 -0.605 6.147
H -9.413 -2.674 4.430
H -10.109 -1.556 5.622
*
```

Results
frontier orbital gap = 8.867 eV
HOMO = -11.93 eV
LUMO energy = -3.061 eV

=====

No. 2
DFT (the ωB97M-V functional and the def2-TZVPD basis) results for 2 unconnected molecules or ions with the total composition C2H3N2O2S.

```
! wB97M-V def2-TZVPD RIJCOSX def2/J DEFGRID3
* xyz -1 1
C 0.072 -1.770 0.089
C 0.009 -0.428 0.424
N 0.062 -2.848 -0.308
N 1.801 0.492 -0.412
O -2.633 0.098 0.284
O -1.016 1.961 0.147
S -1.451 0.652 -0.404
H 0.091 0.011 1.494
H 1.623 1.393 0.040
H 1.442 0.440 -1.356
*
```

Results
frontier orbital gap = 7.600 eV
HOMO = -4.22 eV
relative energy (zero: lowest compared OMol25 entry of this formula, charge and spin) = 217.2 kJ/mol
LUMO energy = 3.379 eV

=====

No. 3
DFT (the ωB97M-V functional and the def2-TZVPD basis) results for C7H14O2 in the gas phase.

```
! wB97M-V def2-TZVPD RIJCOSX def2/J DEFGRID3
* xyz 0 1
C -0.229 0.292 -0.626
C -0.070 -0.227 0.805
C -1.800 0.461 -0.924
C 0.356 -0.678 -1.650
C -0.592 0.737 1.869
C 1.455 -0.474 1.072
C 2.003 -1.664 1.234
O 0.308 1.588 -0.783
O -1.985 0.992 -2.209
H 1.268 1.520 -0.828
H -1.461 1.802 -2.249
H -0.577 -1.191 0.881
H -2.288 -0.513 -0.907
H -2.256 1.121 -0.177
H 2.059 0.421 1.170
H 0.063 -0.364 -2.650
H 1.443 -0.697 -1.584
H -0.016 -1.683 -1.474
H -0.196 0.458 2.843
H -1.677 0.708 1.924
H -0.278 1.754 1.643
H 3.047 -1.792 1.474
H 1.424 -2.571 1.145
*
```

Results
SMILES string = C=C[C@@H](C)[C@](C)(O)CO
frontier orbital gap = 10.544 eV
HOMO = -9.73 eV
relative energy (zero: lowest compared OMol25 entry of this formula, charge and spin) = 101.0 kJ/mol
LUMO energy = 0.813 eV

=====

No. 4
DFT (the ωB97M-V functional and the def2-TZVPD basis) results for 2 unconnected molecules or ions with the total composition C4H13NO2.

```
! wB97M-V def2-TZVPD RIJCOSX def2/J DEFGRID3
* xyz 0 1
C 1.515 0.619 -1.004
N 2.822 0.939 -0.529
O 0.974 1.725 -1.701
O 1.529 -0.509 -1.808
H 0.122 1.479 -2.077
H 2.258 -0.441 -2.438
H -0.225 0.098 1.511
H 2.777 1.618 0.218
H 3.373 1.342 -1.282
C -1.085 -0.574 1.456
C -2.356 0.242 1.259
C -0.891 -1.593 0.337
H -1.141 -1.100 2.412
H 0.882 0.369 -0.146
H -2.471 0.973 2.057
H -0.865 -1.105 -0.637
H -2.328 0.772 0.310
H -3.228 -0.407 1.260
H -1.712 -2.309 0.336
H 0.047 -2.136 0.468
*
```

Results
SMILES string = NC(O)O.CCC
frontier orbital gap = 11.054 eV
HOMO = -10.27 eV
relative energy (zero: lowest compared OMol25 entry of this formula, charge and spin) = 22.7 kJ/mol
LUMO energy = 0.786 eV

=====

No. 5
DFT (the ωB97M-V functional and the def2-TZVPD basis) results for a molecular structure, C50H58Cl2N6OS2Si3Sn.

```
! wB97M-V def2-TZVPD RIJCOSX def2/J DEFGRID3
* xyz -2 1
Sn 0.159 -1.016 -0.347
C 1.736 4.545 1.974
Si 1.132 2.758 1.653
C 0.042 2.393 3.165
C -0.116 2.937 0.232
C 2.455 1.555 1.396
Si 3.086 0.640 2.822
C 1.768 -0.344 3.795
C 3.897 1.738 4.156
C 4.441 -0.640 2.394
Si 3.567 1.741 0.007
C 5.356 2.232 0.455
C 3.081 3.058 -1.289
C 3.786 0.193 -1.135
C 5.035 -0.203 -1.621
C 5.135 -1.219 -2.559
C 3.972 -1.818 -3.013
C 2.763 -1.379 -2.488
N 2.670 -0.416 -1.576
H 0.950 5.169 2.412
H 2.063 5.027 1.048
H 2.588 4.539 2.658
H -0.711 3.182 3.260
H 0.611 2.360 4.097
H -0.480 1.440 3.059
H -1.039 3.409 0.587
H -0.373 1.955 -0.174
H 0.270 3.556 -0.582
H 0.964 -0.641 3.118
H 2.210 -1.249 4.224
H 1.327 0.238 4.609
H 3.178 2.474 4.528
H 4.738 2.289 3.727
H 4.265 1.161 5.012
H 4.209 -1.607 2.843
H 5.419 -0.324 2.773
H 4.536 -0.807 1.321
H 5.295 3.127 1.082
H 5.966 2.479 -0.419
H 5.876 1.463 1.032
H 2.279 3.710 -0.947
H 2.760 2.593 -2.223
H 3.945 3.689 -1.516
H 5.927 0.286 -1.252
H 6.105 -1.539 -2.926
H 3.982 -2.628 -3.731
H 1.827 -1.852 -2.770
S -3.072 -2.655 6.724
C -1.788 -3.384 7.592
C -0.598 -3.227 6.952
C -0.723 -2.501 5.738
C -2.008 -2.117 5.476
C -2.499 -1.361 4.322
C -1.713 -1.305 3.148
N -2.046 -0.654 2.067
C -3.214 0.016 2.061
C -4.085 0.026 3.162
C -5.311 0.773 3.102
C -5.638 1.482 2.001
C -4.765 1.508 0.861
C -5.045 2.258 -0.293
C -4.163 2.250 -1.351
C -3.008 1.443 -1.218
N -2.724 0.747 -0.156
C -3.569 0.773 0.883
C -4.362 3.028 -2.578
C -3.464 3.230 -3.591
C -3.968 4.056 -4.630
C -5.243 4.467 -4.393
S -5.839 3.853 -2.911
C -3.700 -0.689 4.307
H -1.983 -3.890 8.523
H 0.340 -3.608 7.328
H 0.113 -2.248 5.099
H -0.770 -1.837 3.107
H -5.965 0.758 3.967
H -6.561 2.051 1.959
H -5.957 2.847 -0.325
H -2.300 1.355 -2.035
H -2.466 2.819 -3.595
H -3.400 4.338 -5.504
H -5.868 5.095 -5.006
H -4.349 -0.684 5.177
N -0.731 1.962 -7.914
C -0.595 2.657 -6.743
O -0.593 3.874 -6.720
C -0.478 1.822 -5.504
C 0.047 2.404 -4.355
C 0.165 1.620 -3.214
N -0.209 0.346 -3.174
C -0.722 -0.206 -4.264
C -0.875 0.490 -5.456
H -0.658 2.510 -8.754
H -0.433 1.003 -7.959
H 0.351 3.442 -4.361
H 0.565 2.021 -2.287
H -1.030 -1.243 -4.166
H -1.336 -0.002 -6.303
C 2.178 -4.548 1.935
C 1.067 -3.516 1.706
C -0.181 -4.219 1.177
C 1.552 -2.379 0.809
H 1.874 -5.328 2.647
H 3.081 -4.066 2.315
H 2.428 -5.032 0.988
H 0.828 -3.101 2.697
H 0.006 -4.625 0.181
H -1.022 -3.528 1.081
H -0.483 -5.039 1.840
H 2.126 -2.791 -0.030
H 2.212 -1.712 1.365
Cl -3.189 -2.100 -1.551
C -2.351 -3.380 -2.393
C -3.098 -4.319 -3.068
C -2.486 -5.360 -3.764
C -1.092 -5.417 -3.757
C -0.351 -4.474 -3.086
Cl 1.394 -4.618 -3.134
C -0.900 -3.363 -2.321
N -0.172 -2.508 -1.689
H -4.179 -4.230 -3.049
H -3.073 -6.102 -4.290
H -0.570 -6.211 -4.281
*
```

Results
frontier orbital gap = 3.844 eV
HOMO = -0.48 eV
relative energy (zero: lowest compared OMol25 entry of this formula, charge and spin) = 122.4 kJ/mol
LUMO energy = 3.364 eV

=====

No. 6
DFT (the ωB97M-V functional and the def2-TZVPD basis) results for a molecular structure, C41H34FN12O8PbS.

```
! wB97M-V def2-TZVPD RIJCOSX def2/J DEFGRID3
* xyz 1 1
Pb 0.306 -0.102 -0.009
O -1.504 1.510 3.704
C -0.786 1.293 2.726
N -0.464 0.119 2.185
C -1.066 -1.040 2.801
C -1.853 -1.872 1.817
C -2.802 -2.793 2.253
C -3.499 -3.535 1.321
C -3.244 -3.342 -0.032
C -2.283 -2.419 -0.387
N -1.602 -1.710 0.519
C -0.186 2.503 2.022
C -0.425 3.770 2.536
C 0.093 4.866 1.867
C 0.822 4.669 0.703
C 1.012 3.371 0.261
N 0.530 2.317 0.914
H -1.726 -0.741 3.619
H -0.291 -1.685 3.237
H -2.986 -2.909 3.313
H -4.242 -4.254 1.640
H -3.772 -3.897 -0.794
H -2.034 -2.233 -1.426
H -1.007 3.852 3.443
H -0.066 5.866 2.250
H 1.242 5.497 0.150
H 1.563 3.159 -0.649
F -4.325 5.084 1.170
C -4.015 4.634 -0.077
C -3.216 3.538 -0.208
C -2.934 3.040 -1.483
C -2.067 1.862 -1.608
O -1.723 1.259 -0.580
C -1.716 1.499 -2.946
C -2.314 2.136 -3.980
N -3.195 3.168 -3.861
C -3.738 3.786 -5.046
C -5.210 3.661 -5.318
C -4.220 2.905 -6.154
C -3.481 3.671 -2.609
C -4.282 4.811 -2.444
C -4.562 5.302 -1.183
N -5.389 6.438 -1.046
C -6.717 6.437 -1.605
C -7.770 6.235 -0.518
N -7.595 7.318 0.515
C -6.209 7.307 1.112
C -5.199 7.435 -0.022
C -0.716 0.390 -3.248
O -1.074 -0.467 -4.063
O 0.382 0.489 -2.641
H -2.812 3.033 0.659
H -2.112 1.818 -4.993
H -3.254 4.716 -5.322
H -5.720 4.510 -5.751
H -5.790 3.083 -4.611
H -4.030 3.233 -7.165
H -4.167 1.836 -6.006
H -4.661 5.335 -3.308
H -6.820 5.641 -2.339
H -6.912 7.386 -2.123
H -7.624 5.288 0.000
H -8.789 6.298 -0.896
H -8.296 7.223 1.251
H -7.757 8.226 0.069
H -6.105 6.358 1.632
H -6.151 8.131 1.822
H -4.195 7.378 0.391
H -5.303 8.430 -0.478
O 2.319 -6.713 5.656
S 2.842 -7.729 4.778
O 2.403 -7.855 3.410
O 4.492 -7.624 4.787
C 5.091 -6.565 4.144
N 6.408 -6.602 4.176
C 6.991 -5.591 3.540
C 6.275 -4.586 2.905
C 4.891 -4.671 2.959
N 4.297 -5.686 3.587
C 3.982 -3.685 2.328
C 4.384 -2.385 2.048
C 3.474 -1.518 1.466
N 2.230 -1.871 1.155
C 1.851 -3.121 1.422
C 2.682 -4.057 2.008
H 8.074 -5.590 3.537
H 6.784 -3.796 2.376
H 5.374 -2.031 2.296
H 3.755 -0.495 1.245
H 0.835 -3.383 1.148
H 2.332 -5.059 2.216
O 0.574 -2.744 -1.938
N 1.220 -2.337 -2.872
C 1.075 -2.460 -4.142
C 0.004 -3.248 -4.677
N -0.818 -3.930 -5.094
C 1.984 -1.763 -4.995
N 2.723 -1.213 -5.678
*
```

Results
frontier orbital gap (spin up / spin down) = 6.681 / 6.146 eV
HOMO (spin up / spin down) = -9.89 / -9.90 eV
relative energy (zero: lowest compared OMol25 entry of this formula, charge and spin) = 128.5 kJ/mol
LUMO energy (spin up / spin down) = -3.205 / -3.749 eV

=====

No. 7
DFT (the ωB97M-V functional and the def2-TZVPD basis) results for a molecular structure, C22H22O12PdS4Se.

```
! wB97M-V def2-TZVPD RIJCOSX def2/J DEFGRID3
* xyz -2 1
Pd -1.926 0.806 -1.007
O -3.351 -0.511 -2.715
S -3.900 -1.033 -1.465
O -5.194 -1.663 -1.540
O -3.827 0.033 -0.427
C -2.755 -2.369 -1.059
C -2.544 -3.209 -2.152
C -1.755 -4.339 -2.045
C -1.169 -4.650 -0.828
C -1.356 -3.811 0.255
C -2.140 -2.664 0.158
S -2.091 -1.565 1.590
O -3.439 -1.429 2.097
O -1.177 -2.205 2.521
O -1.529 -0.322 1.032
H -3.011 -2.951 -3.093
H -1.591 -4.969 -2.913
H -0.538 -5.526 -0.732
H -0.872 -4.000 1.202
O 1.227 -1.446 -0.073
S 2.683 -1.420 -0.310
C 3.400 0.040 0.502
C 2.646 1.365 0.440
C 1.388 1.472 1.311
C 0.917 2.923 1.278
S -0.807 3.328 1.675
O -1.709 2.730 0.656
C -0.993 2.374 3.187
C -0.113 2.528 4.252
C -0.322 1.809 5.418
C -1.404 0.940 5.514
C -2.284 0.805 4.452
C -2.089 1.535 3.286
C 2.909 -0.929 -2.029
C 1.767 -0.870 -2.809
C 1.879 -0.553 -4.157
C 3.125 -0.323 -4.717
C 4.270 -0.411 -3.933
C 4.165 -0.718 -2.586
H 4.382 0.140 0.035
H 3.558 -0.281 1.536
H 2.390 1.613 -0.591
H 3.364 2.121 0.786
H 1.643 1.202 2.342
H 0.614 0.780 0.979
H 0.993 3.353 0.276
H 1.500 3.556 1.959
H 0.736 3.198 4.172
H 0.372 1.909 6.244
H -1.549 0.354 6.414
H -3.104 0.100 4.498
H -2.745 1.413 2.436
H 0.800 -1.032 -2.348
H 0.982 -0.458 -4.753
H 3.207 -0.056 -5.763
H 5.244 -0.230 -4.369
H 5.060 -0.793 -1.980
O -2.393 2.629 -2.201
Se -0.776 2.944 -2.465
O -0.198 4.231 -1.662
O -0.158 1.519 -1.742
O -0.411 2.993 -4.037
*
```

Results
frontier orbital gap (spin up / spin down) = 7.136 / 7.111 eV
HOMO (spin up / spin down) = -3.23 / -3.21 eV
relative energy (zero: lowest compared OMol25 entry of this formula, charge and spin) = 89.6 kJ/mol
LUMO energy (spin up / spin down) = 3.905 / 3.906 eV

=====

No. 8
DFT (the ωB97M-V functional and the def2-TZVPD basis) results for a molecular structure, C6H10O.

```
! wB97M-V def2-TZVPD RIJCOSX def2/J DEFGRID3
* xyz 0 1
C 0.360 -2.420 -1.315
C -0.578 0.357 0.154
C 0.047 1.248 -0.891
C 0.965 1.651 0.329
C 0.268 0.545 1.168
C -0.996 0.372 2.010
O -1.763 0.056 0.773
H -0.608 -1.965 -1.538
H 1.031 -2.303 -2.166
H 0.217 -3.481 -1.115
H 0.529 0.736 -1.729
H -0.591 2.053 -1.263
H 0.722 2.667 0.666
H 2.051 1.565 0.203
H 0.792 -1.930 -0.443
H -1.390 1.299 2.430
H -1.057 -0.451 2.726
*
```

Results
frontier orbital gap = 9.546 eV
HOMO = -8.56 eV
relative energy (zero: lowest compared OMol25 entry of this formula, charge and spin) = 402.4 kJ/mol
LUMO energy = 0.991 eV